{"formula": "C8H34O10", "method": "the ωB97M-V functional and the def2-TZVPD basis", "symbols": ["O", "O", "O", "O", "O", "O", "O", "O", "O", "O", "C", "C", "C", "C", "C", "C", "C", "C", "H", "H", "H", "H", "H", "H", "H", "H", "H", "H", "H", "H", "H", "H", "H", "H", "H", "H", "H", "H", "H", "H", "H", "H", "H", "H", "H", "H", "H", "H", "H", "H", "H", "H"], "xyz": [[-2.233, -2.246, 1.912], [-1.716, 3.207, 3.108], [2.134, 2.462, 1.205], [-3.172, -2.686, -0.769], [0.951, 1.902, 3.549], [-1.615, -1.375, -3.701], [-0.928, -0.358, 4.055], [-0.381, -4.090, -0.510], [2.121, 1.126, -2.739], [3.027, 2.771, -1.357], [-1.407, 0.501, 1.123], [-0.547, 0.563, -2.619], [0.133, -1.166, -0.017], [-0.906, 1.408, -3.610], [1.486, -0.974, 0.799], [-1.116, 0.785, -1.279], [2.701, -1.258, 0.002], [-0.702, 0.072, -0.070], [1.341, 0.036, 1.133], [-0.223, 0.436, 4.074], [-1.401, 1.488, 1.274], [-2.616, -2.809, -1.448], [0.293, -3.500, -0.690], [-1.016, -0.103, 1.986], [1.035, 1.389, 2.779], [2.105, 2.793, -1.251], [3.652, -1.026, 0.482], [-2.339, 3.490, 2.424], [0.425, -1.435, -1.119], [2.120, 0.173, -2.760], [-2.482, 0.377, 1.053], [-1.475, 2.268, -3.479], [-2.324, -0.701, -3.825], [0.123, -0.340, -2.663], [-1.563, -1.850, 2.387], [1.637, 1.495, -3.486], [3.079, -2.361, -0.154], [-1.579, 1.712, -1.201], [1.174, -1.672, 1.685], [2.174, 2.440, 0.230], [-0.500, -1.978, 0.475], [2.708, -0.645, -0.881], [-0.735, 1.075, -4.583], [3.199, 2.167, -2.089], [1.640, 2.515, 3.602], [-1.999, -2.185, -3.530], [-0.521, -1.207, 4.072], [3.008, 2.788, 1.372], [-0.797, 3.127, 2.889], [-2.875, -1.613, 1.749], [-0.439, -4.385, 0.344], [-2.662, -2.604, 0.064]], "forces_ev_per_angstrom": [[-0.4, -3.9, -1.1], [-1.6, 0.0, 1.0], [-0.6, -0.2, -0.6], [-3.3, 1.0, 4.3], [-2.6, -0.8, 2.1], [0.3, 2.6, -1.0], [1.1, 3.3, 0.0], [-2.4, -1.3, -3.5], [0.4, -0.3, -0.6], [2.7, 1.4, 0.9], [0.1, -3.9, 1.5], [-0.5, 0.2, 1.5], [0.3, -0.7, -1.8], [1.2, -2.3, 0.9], [-3.7, -2.0, 1.4], [4.4, -3.5, 2.6], [2.7, -2.1, 0.5], [-2.1, 2.2, -5.6], [1.0, 0.6, 0.4], [-2.0, -2.8, 0.2], [0.9, 3.9, 0.9], [3.4, -0.7, -3.4], [2.2, 1.6, 0.1], [-0.7, 1.4, -0.6], [0.7, -0.5, -1.9], [-1.9, 0.1, -0.8], [-0.2, 1.0, 0.6], [1.1, -0.1, -0.1], [-0.7, 0.0, 2.0], [-0.2, -0.3, -0.5], [-0.4, -0.8, -0.1], [-1.1, 1.3, 0.5], [0.7, -1.0, 0.3], [-1.1, 1.3, -0.7], [1.9, 1.5, 1.6], [-0.3, -0.5, 0.0], [-1.9, 1.6, -0.4], [-1.4, 1.3, 0.6], [1.8, 1.2, -1.1], [0.1, -0.4, 0.8], [0.9, 1.1, -1.1], [0.0, -0.2, -0.7], [0.6, 0.0, -1.7], [-0.3, 0.0, 0.3], [1.6, 1.2, -0.2], [-1.5, -2.6, 0.4], [1.1, -0.6, 0.4], [0.9, 0.3, 0.4], [0.5, 0.1, -0.8], [-1.9, 2.1, -0.2], [0.2, -0.7, 3.2], [0.0, -0.3, -0.9]], "e_above_lowest_ev": 5.013, "multiplicity": 1, "smiles": "C=C/C=C(/C)CCC.O.O.O.O.O.O.O.O.O.O", "homo_lumo_gap_ev": 8.2182}

{"formula": "C12H17N2O", "method": "the ωB97M-V functional and the def2-TZVPD basis", "symbols": ["O", "N", "N", "C", "C", "C", "C", "C", "C", "C", "C", "C", "C", "C", "C", "H", "H", "H", "H", "H", "H", "H", "H", "H", "H", "H", "H", "H", "H", "H", "H", "H"], "xyz": [[-2.272, 0.040, -0.221], [-0.506, 1.606, 0.549], [-0.062, 0.102, 2.040], [-0.068, 0.255, -1.530], [-0.093, 1.395, 1.786], [0.180, -0.981, -3.659], [1.342, -0.306, -3.948], [1.060, 1.033, -1.898], [0.215, 2.534, 2.709], [-0.414, -0.774, 0.912], [-0.850, 0.274, -0.240], [1.755, 0.711, -3.064], [-1.599, -1.531, 1.519], [-0.488, -0.679, -2.477], [0.696, -1.662, 0.366], [-2.358, -1.562, 0.792], [1.637, -1.091, 0.146], [-1.997, -1.017, 2.420], [0.974, 3.028, 2.151], [0.413, -2.276, -0.367], [1.136, -2.246, 1.253], [-2.565, 0.584, -0.948], [-1.364, -1.221, -2.344], [-0.477, 3.259, 2.741], [1.379, 1.785, -1.188], [-0.918, 2.405, 0.069], [0.545, 2.033, 3.602], [0.153, -0.209, 2.946], [-0.131, -1.716, -4.399], [-1.119, -2.519, 1.807], [1.965, -0.455, -4.757], [2.717, 1.290, -3.174]], "forces_ev_per_angstrom": [[2.1, 1.8, -1.7], [-1.1, -1.7, -2.6], [1.7, 2.0, -1.2], [-0.5, -0.3, -1.6], [-1.7, 0.4, -0.9], [0.6, 0.3, -0.5], [-0.1, 1.8, 2.5], [-0.9, -1.1, 0.8], [2.3, -4.0, -1.2], [-0.3, 0.5, -0.4], [0.0, 0.5, 3.9], [1.0, 0.9, 0.7], [1.7, -1.5, 1.0], [0.6, 0.1, -0.5], [3.5, 2.3, 5.7], [-1.0, -1.1, -0.4], [-1.1, -0.1, -0.6], [0.2, -0.4, -0.7], [1.5, 0.4, 0.1], [-1.1, -2.3, -2.9], [-1.0, 0.2, -1.2], [-1.0, 0.2, -0.6], [-1.6, -0.9, 0.7], [-3.2, 2.1, 0.7], [0.4, 0.1, -0.3], [0.7, 0.3, 1.0], [0.2, 0.9, 0.8], [0.4, -0.8, 1.1], [-0.4, 0.0, 0.6], [-1.3, 0.9, -0.2], [0.8, -0.7, -1.8], [-1.2, -0.8, -0.4]], "e_above_lowest_ev": 2.240, "total_charge": 1, "multiplicity": 1, "smiles": "CC1=[NH+]C(C)(C)[C@](O)(c2ccccc2)N1", "homo_lumo_gap_ev": 9.9755}

{"formula": "C3ClN3P", "method": "the ωB97M-V functional and the def2-TZVPD basis", "symbols": ["Cl", "P", "N", "N", "N", "C", "C", "C"], "xyz": [[-0.047, 2.341, 3.266], [-0.968, 0.068, -0.241], [0.029, 1.434, 1.995], [0.549, 0.494, -2.675], [0.209, -2.602, 0.384], [-0.332, -1.656, 0.041], [0.008, 0.947, 0.909], [-0.018, 0.365, -1.686]], "forces_ev_per_angstrom": [[0.2, 0.5, 1.1], [-0.7, -2.6, -1.6], [0.2, -1.8, -5.0], [0.1, 0.1, -0.2], [0.2, -0.9, 0.2], [-0.6, 2.6, 0.0], [0.5, 2.0, 5.7], [0.1, 0.1, -0.1]], "e_above_lowest_ev": 0.000, "total_charge": 1, "multiplicity": 1, "smiles": "N#CP(C#N)C#[N+]Cl", "homo_lumo_gap_ev": 9.2523}

{"formula": "C12H22N2O7P2SSeSn", "method": "the ωB97M-V functional and the def2-TZVPD basis", "symbols": ["Sn", "Se", "S", "P", "P", "O", "O", "O", "O", "O", "O", "O", "N", "N", "C", "C", "C", "C", "C", "C", "C", "C", "C", "C", "C", "C", "H", "H", "H", "H", "H", "H", "H", "H", "H", "H", "H", "H", "H", "H", "H", "H", "H", "H", "H", "H", "H", "H"], "xyz": [[-1.225, 1.074, 0.363], [-2.022, -0.609, -1.211], [-2.755, 1.607, 2.214], [-0.209, 3.793, -1.019], [1.203, 2.760, 1.547], [0.030, 2.823, -2.255], [2.334, 2.739, -0.655], [0.349, 3.591, 2.546], [0.524, 1.383, 1.384], [-1.236, 2.988, -0.156], [2.594, 2.590, 2.214], [-0.528, 5.180, -1.306], [-4.207, -0.492, 2.897], [-1.946, -0.753, 3.203], [-1.959, -3.222, 0.605], [1.072, -4.115, -1.488], [0.025, -4.156, -0.570], [1.974, -5.299, -1.662], [-0.654, -1.953, -1.197], [-0.847, -3.092, -0.402], [0.656, -0.636, -2.938], [-2.982, -0.022, 2.813], [1.398, 3.627, -0.042], [1.250, -2.955, -2.232], [1.974, 5.019, 0.219], [0.405, -1.860, -2.104], [2.878, 4.967, 0.827], [-4.976, 0.054, 2.536], [2.071, -2.900, -2.937], [-2.133, -2.286, 1.142], [3.255, 2.040, 1.770], [0.779, 4.173, 3.189], [1.649, -0.683, -3.380], [0.098, 3.263, -3.114], [-2.901, -3.500, 0.128], [2.225, 5.479, -0.739], [2.355, -5.641, -0.699], [0.590, 0.286, -2.359], [1.427, -6.129, -2.111], [2.853, 3.211, -1.321], [-0.112, -5.046, 0.033], [-0.069, -0.555, -3.751], [1.235, 5.669, 0.683], [-1.053, -0.308, 3.354], [-2.066, -1.684, 3.581], [2.821, -5.065, -2.304], [-4.428, -1.354, 3.377], [-1.715, -3.998, 1.328]], "forces_ev_per_angstrom": [[-0.1, 1.0, 0.5], [0.1, -0.4, -0.3], [0.1, -0.2, -0.1], [0.4, 0.1, 0.0], [-0.2, -0.2, -0.3], [0.0, -0.1, -0.1], [0.0, 0.0, 0.0], [-0.1, 0.0, 0.1], [0.0, 0.0, -0.3], [-0.3, -0.4, 0.2], [0.1, 0.0, 0.2], [0.0, 0.1, 0.0], [0.0, 0.0, 0.0], [0.0, 0.1, 0.0], [0.0, 0.0, 0.0], [0.0, 0.0, 0.0], [0.0, 0.1, 0.0], [0.0, 0.0, 0.0], [0.0, -0.2, 0.0], [-0.1, -0.1, 0.2], [0.0, 0.0, -0.1], [-0.1, 0.0, 0.1], [0.1, 0.0, 0.1], [0.0, 0.0, 0.1], [0.1, 0.0, -0.1], [0.1, 0.2, -0.2], [0.0, 0.0, 0.0], [0.0, 0.0, 0.0], [0.0, 0.0, 0.0], [0.0, -0.1, -0.1], [0.0, 0.0, -0.1], [0.0, 0.1, 0.0], [0.0, 0.0, 0.0], [0.0, 0.1, 0.0], [0.0, 0.0, 0.0], [0.0, 0.0, 0.0], [0.0, 0.0, 0.0], [0.0, 0.0, 0.0], [0.0, 0.0, 0.0], [0.0, 0.0, 0.0], [0.0, 0.0, 0.0], [0.0, 0.0, 0.0], [0.0, 0.0, 0.0], [0.0, 0.0, 0.0], [0.0, 0.0, 0.0], [0.0, 0.0, 0.0], [0.0, 0.0, 0.0], [0.0, 0.0, 0.0]], "e_above_lowest_ev": 0.000, "total_charge": 2, "multiplicity": 1, "homo_lumo_gap_ev": 6.8171}

{"formula": "C12H18IrN5O3", "method": "the ωB97M-V functional and the def2-TZVPD basis", "symbols": ["Ir", "O", "O", "O", "N", "N", "N", "N", "N", "C", "C", "C", "C", "C", "C", "C", "C", "C", "C", "C", "C", "H", "H", "H", "H", "H", "H", "H", "H", "H", "H", "H", "H", "H", "H", "H", "H", "H", "H"], "xyz": [[0.242, -0.055, -0.360], [-0.800, 0.345, 1.444], [2.148, -2.573, 1.635], [1.385, 1.519, 0.185], [-2.767, -0.366, -1.470], [1.768, -0.422, 0.959], [2.323, -1.010, -3.864], [3.494, -0.928, 2.530], [1.099, -0.436, -2.167], [0.389, -0.181, -3.350], [3.453, -1.359, -1.710], [4.157, -1.960, 3.361], [2.122, 0.850, 0.995], [-1.602, 1.535, 1.901], [2.406, -1.417, 1.666], [1.152, -0.535, -4.401], [-1.385, 2.727, 1.002], [3.203, 1.323, 1.810], [2.289, -0.945, -2.534], [-1.675, -0.164, -1.197], [3.852, 0.336, 2.581], [-1.005, -0.411, 2.010], [5.058, -1.532, 3.789], [-0.581, 0.278, -3.360], [-2.638, 1.205, 1.916], [-1.266, 1.714, 2.920], [4.382, -2.819, 2.732], [3.163, -1.560, -0.687], [3.513, 2.361, 1.821], [-0.578, 3.367, 1.349], [4.224, -0.586, -1.730], [-3.735, -0.547, -1.710], [-2.300, 3.318, 0.976], [4.670, 0.598, 3.244], [-1.175, 2.436, -0.029], [3.460, -2.265, 4.143], [3.107, -1.363, -4.399], [3.883, -2.277, -2.110], [0.972, -0.492, -5.461]], "forces_ev_per_angstrom": [[-0.4, -1.0, 0.5], [0.3, 0.0, 0.1], [0.0, 0.0, 0.0], [-0.1, 0.1, 0.0], [0.0, 0.0, 0.0], [0.5, 0.2, -0.4], [0.0, 0.0, 0.0], [0.0, 0.0, 0.0], [-0.1, -0.1, 0.1], [0.0, 0.1, 0.0], [0.0, 0.0, 0.0], [0.0, 0.0, 0.0], [-0.1, 0.1, -0.2], [-0.1, 0.0, 0.0], [-0.1, 0.1, 0.2], [0.0, 0.0, 0.0], [0.0, 0.0, 0.0], [0.0, 0.0, 0.0], [0.1, 0.0, 0.0], [0.2, 0.6, -0.2], [0.0, 0.0, 0.0], [-0.1, 0.0, 0.0], [0.0, 0.0, 0.0], [0.0, 0.0, 0.0], [0.0, 0.0, -0.1], [-0.1, 0.0, 0.0], [0.0, 0.0, 0.0], [0.0, -0.1, 0.0], [0.0, 0.0, 0.0], [0.0, 0.0, 0.0], [0.0, 0.0, 0.0], [0.0, 0.0, 0.0], [0.0, 0.0, 0.1], [0.0, 0.0, 0.0], [-0.1, 0.0, 0.0], [0.0, 0.0, 0.0], [0.0, 0.0, 0.0], [0.0, 0.0, 0.0], [0.0, 0.0, 0.0]], "total_charge": 3, "s_squared": 0.78, "multiplicity": 2, "homo_lumo_gap_ev": [6.0644, 4.4164]}

{"formula": "C4H7N3", "method": "the ωB97M-V functional and the def2-TZVPD basis", "symbols": ["N", "N", "N", "C", "C", "C", "C", "H", "H", "H", "H", "H", "H", "H"], "xyz": [[0.377, 0.337, -1.996], [-0.748, 0.179, 0.037], [-1.856, -2.327, -2.005], [-0.489, -0.224, -1.246], [-1.290, -1.376, -1.671], [1.328, -0.002, 1.380], [0.280, 0.923, 0.754], [1.502, -0.867, 0.733], [-0.212, 1.544, 1.511], [1.021, -0.379, 2.360], [0.375, -0.084, -2.920], [2.279, 0.518, 1.503], [-1.272, -0.480, 0.593], [0.738, 1.599, 0.029]], "forces_ev_per_angstrom": [[-0.3, -0.3, 0.1], [0.0, -0.2, 0.0], [0.5, 0.9, 0.3], [0.1, 0.2, 0.0], [-0.5, -0.8, -0.3], [0.0, 0.0, 0.0], [0.0, 0.2, 0.0], [0.1, 0.2, 0.0], [0.1, -0.1, -0.1], [-0.1, 0.1, -0.1], [0.1, 0.0, 0.0], [0.0, 0.0, 0.1], [0.0, 0.0, -0.1], [0.0, -0.1, 0.1]], "e_above_lowest_ev": 0.496, "multiplicity": 1, "smiles": "[H]/N=C(\\C#N)NCC", "homo_lumo_gap_ev": 10.4968}